1:
15
Properties=species:S:1:pos:R:3 method="wB97M-V/def2-TZVPD" e_lumo_ev=0.15 gap_ev=9.32
S -1.00474 -2.30984 -0.63964
O 1.03564 -0.17426 -1.38336
C -1.14938 0.37405 0.16028
H 0.92138 -1.11271 -1.69883
C -0.49450 1.45425 0.32716
H -2.22547 -0.04269 0.03663
C -0.39217 -0.88551 0.31238
C 1.02890 -0.38193 -0.01573
C 0.91088 1.11938 0.57316
H 1.58689 1.72771 -0.13385
H 1.29595 1.37132 1.51339
H -0.41636 -1.37951 1.35458
H 1.95960 -0.85989 0.46999
H -2.18932 -1.42268 -1.49427
H -0.86730 2.52231 0.61810

---

2:
15
Properties=species:S:1:pos:R:3 method="wB97M-V/def2-TZVPD" e_lumo_ev=0.42 gap_ev=9.48
H -2.32161 -1.95082 -0.55562
H 0.26279 1.35319 1.29978
C -1.32458 -1.08684 -0.50228
H 0.51718 -2.53521 -0.28077
O 0.51442 1.80854 -0.56925
C -0.15583 -1.53076 -0.26597
S 2.45326 -0.48421 -0.14703
C -0.00583 0.82954 0.29882
H -2.04158 0.42364 0.85566
C -1.40461 0.36714 0.01874
H 1.48081 1.94987 -0.16363
H 0.96928 -0.53311 1.48468
H 2.22096 0.81143 -1.23803
H -1.93538 1.05076 -0.55800
C 0.77069 -0.47316 0.32290

---

3:
15
Properties=species:S:1:pos:R:3 method="wB97M-V/def2-TZVPD" e_lumo_ev="0.87 / 0.87" gap_ev="8.40 / 8.40"
C -0.82151 1.38431 0.39735
H 1.53546 -2.37366 -0.46377
H -0.75227 -0.42046 1.54147
C -1.15728 0.00875 0.65683
H 2.34009 -0.86091 0.38075
C 0.34252 1.75176 -0.13612
H 0.70874 2.78486 -0.24120
H -1.59418 2.10588 0.58550
H -2.58846 0.01482 -1.22088
H 1.00206 -1.83738 1.19692
H 0.29656 -0.72623 -1.58852
C 1.41355 -1.54262 0.18369
C 0.65030 -0.48889 -0.58586
O 1.21293 0.81308 -0.60315
S -2.58849 -0.61332 -0.10303

---

4:
15
Properties=species:S:1:pos:R:3 method="wB97M-V/def2-TZVPD" smiles="O=C1CCCSC1" e_lumo_ev=0.72 gap_ev=9.47
S 1.89355 -0.82545 0.28755
H -0.11235 -1.61719 1.26947
H 1.55272 -0.53670 -2.02708
H 0.10824 -1.45443 -1.20695
H -0.28996 1.00988 -2.13440
C -0.63221 0.24578 1.29259
C 0.12943 0.72012 -1.17359
H 0.80155 1.45560 -0.84581
H -1.41396 1.79024 -0.04377
C -1.08000 0.77307 -0.16587
H 0.86510 -0.85292 2.51658
O -1.25046 0.50836 2.35473
C 0.84453 -0.57902 -1.14663
C 0.51766 -0.75956 1.50122
H -1.93384 0.12221 -0.47803

---

From most stable to least stable, the computed energies give 4, 1, 3, 2.

---

1:
15
Properties=species:S:1:pos:R:3 method="wB97M-V/def2-TZVPD" e_lumo_ev=-0.26 gap_ev=8.42
S 2.31077 1.35097 0.41399
H 0.90719 -1.06624 1.75396
H 2.46324 -1.79551 1.47915
C -0.54898 0.42901 -0.05501
C -3.18100 0.71253 -0.30241
H 2.25340 0.07387 -1.92801
O 2.12910 -0.63605 -1.32458
C 1.71034 -0.27801 -0.08344
H 1.06341 -2.26934 0.58244
C 1.50914 -1.37239 0.95536
H 1.59406 2.20478 -0.36331
H -3.33849 1.67603 -0.77213
H -3.59674 -0.05279 -0.90377
H -3.53462 0.53902 0.69484
C -1.74081 0.48413 -0.14709

---

2:
15
Properties=species:S:1:pos:R:3 method="wB97M-V/def2-TZVPD" smiles="C=CC=O.C1CS1" e_lumo_ev=0.30 gap_ev=8.92
C 0.56133 -1.50107 -0.65796
H 1.66643 -0.00449 1.53287
H -0.08945 1.25654 -0.11245
O 0.06739 -1.95090 0.32063
C -1.87698 0.30526 0.68568
C 2.01718 0.05168 0.48391
H -1.75036 2.27209 -0.22112
H 2.89997 0.56708 0.46357
H -1.53286 -0.19392 1.56080
H -2.95545 0.58877 0.98492
C 1.57558 -0.42932 -0.66528
S -1.76302 -0.11795 -1.02993
C -1.13861 1.28914 -0.09492
H 0.26247 -1.88500 -1.64016
H 2.05638 -0.24792 -1.61055

---

3:
15
Properties=species:S:1:pos:R:3 method="wB97M-V/def2-TZVPD" smiles=C[C@H]1SC[C@H]2O[C@@H]21 e_lumo_ev=0.86 gap_ev=9.87
S -0.52760 1.38236 -0.06762
H 0.23292 -0.81212 1.34746
C 0.34250 -0.97417 0.29268
H 1.31019 -0.12668 -1.41416
H -2.45809 -1.87519 -0.02172
C -0.91065 -0.45946 -0.39770
H -0.88422 -0.59474 -1.46622
H 1.48209 1.16137 1.37363
H -3.08293 -0.25048 -0.22857
H 1.87704 1.94942 -0.16693
O 1.59387 -1.58408 0.00081
C 1.31252 1.14954 0.32262
H -2.23959 -0.73657 1.27895
C -2.24811 -0.85791 0.17996
C 1.41260 -0.21803 -0.33538

---

From most stable to least stable, the computed energies give 2, 3, 1.

---

1:
8
Properties=species:S:1:pos:R:3 method="wB97M-V/def2-TZVPD" e_lumo_ev=2.83 charge=-1 gap_ev=5.73
O -1.24381 -0.03273 -2.51184
H 1.21037 -2.07806 1.35314
S 2.12249 -1.41780 0.58609
H -1.22725 1.02912 -0.61843
S 3.20932 1.03204 -2.05116
C -0.71168 0.54374 -1.58504
N 0.58176 0.77248 -1.42202
C 1.73651 0.60309 -1.73768

---

2:
8
Properties=species:S:1:pos:R:3 method="wB97M-V/def2-TZVPD" e_lumo_ev="3.44 / 3.44" charge=-1 gap_ev="6.67 / 6.68"
C 0.76409 -0.27280 0.03156
S -1.62571 1.42303 -0.07735
S -3.17729 0.22928 0.09320
O 1.27633 -2.42841 -0.01220
H 0.55702 1.79621 -0.06936
N 0.36642 -1.54098 -0.05068
C -0.00698 0.86842 -0.03882
H 1.84611 -0.07475 0.12365

---

From most stable to least stable, the computed energies give 1, 2.

---

1:
11
Properties=species:S:1:pos:R:3 method="wB97M-V/def2-TZVPD" smiles="O=C/C(=N/O)NS" e_lumo_ev=-0.51 gap_ev=8.65
C -1.73487 -0.31694 -0.10187
O 1.07261 2.00231 -0.16593
S 1.87085 -1.32198 -0.35006
O -2.00891 -1.53859 -0.30361
H 0.00252 -1.75365 0.39900
H 2.78901 -1.41083 0.75885
N -0.24980 1.48269 -0.27564
N 0.42246 -0.77128 0.35882
C -0.38447 0.15945 -0.01202
H -2.54727 0.49599 -0.25686
H 0.76787 2.97282 -0.05069

---

2:
11
Properties=species:S:1:pos:R:3 method="wB97M-V/def2-TZVPD" e_lumo_ev="-1.49 / -0.60" gap_ev="6.73 / 8.70"
H 0.12413 1.61934 0.50156
N 2.66765 -1.51286 -0.85082
H 0.79451 -1.58750 -1.43114
C -0.08849 0.59571 0.21830
O 3.33019 1.44575 0.17046
H -0.66715 0.09358 1.08400
O 3.69030 -1.01429 -0.08346
C 1.44301 -1.06615 -0.74056
S 4.23919 0.39465 0.43075
H -0.76758 0.47411 -0.61276
N 1.11909 -0.14472 0.08726

---

From most stable to least stable, the computed energies give 1, 2.